## A
Below is a cluster of 2 separate species, C4H4N2 in total, with properties calculated with wB97M-V/def2-TZVPD.

Values from the calculation:
Highest occupied orbital energy in eV: -10.4
Gap between HOMO and LUMO in eV: 10.9513
LUMO level in eV: 0.51

```
! wB97M-V def2-TZVPD RIJCOSX def2/J DEFGRID3
* xyz 0 1
C 1.134 0.087 -0.495
C 0.309 0.929 0.127
C 0.190 2.309 -0.261
N 0.087 3.427 -0.549
C -2.049 -1.379 0.279
N -1.397 -2.304 0.592
H -0.898 -3.125 0.870
H 1.753 0.401 -1.330
H 1.204 -0.948 -0.175
H -0.333 0.603 0.941
*
```

=====

## B
Below is a structure of composition C4H4N2, with properties calculated with wB97M-V/def2-TZVPD.

Values from the calculation:
Highest occupied orbital energy in eV: -9.4
Gap between HOMO and LUMO in eV: 9.9896
LUMO level in eV: 0.57

```
! wB97M-V def2-TZVPD RIJCOSX def2/J DEFGRID3
* xyz 0 1
N -1.209 -0.879 -0.466
C -0.352 0.124 0.091
C 1.091 -0.134 0.046
C 2.263 -0.429 0.042
C -0.813 1.482 0.196
N -1.185 2.548 0.481
H -1.458 -0.798 -1.447
H -0.864 -1.814 -0.279
H -0.783 0.563 1.272
H 3.310 -0.662 0.064
*
```

=====

## C
Below is a structure of composition C4H4N2, with properties calculated with wB97M-V/def2-TZVPD.

Values from the calculation:
Highest occupied orbital energy (spin up / spin down) in eV: -8.9 / -8.9
Gap between HOMO and LUMO (spin up / spin down) in eV: 8.7248 / 7.7312
LUMO level (spin up / spin down) in eV: -0.18 / -1.18

```
! wB97M-V def2-TZVPD RIJCOSX def2/J DEFGRID3
* xyz 0 1
C 0.185 -1.218 -0.468
C 1.533 -1.234 -0.608
C 1.448 0.469 0.277
C -1.033 0.925 0.344
N 2.341 -0.298 -0.185
N 0.055 0.002 0.182
H -0.446 -2.043 -0.741
H -0.857 1.699 1.214
H -1.345 1.443 -0.693
H -1.881 0.255 0.678
*
```

=====

Most stable pick: A. Distance to second place: 206.1 kJ/mol.

=====

## A
Below is the ion C4H6NO with charge +1, with properties calculated with wB97M-V/def2-TZVPD.

Values from the calculation:
Highest occupied orbital energy in eV: -15.6
Gap between HOMO and LUMO in eV: 9.1598
SMILES: C[N+]1=CC(=O)C1
LUMO level in eV: -6.39

```
! wB97M-V def2-TZVPD RIJCOSX def2/J DEFGRID3
* xyz 1 1
C 1.004 1.270 0.340
N 0.027 0.276 0.027
C -1.182 0.275 -0.433
C -1.230 -1.228 -0.423
O -2.022 -2.012 -0.833
C 0.243 -1.186 0.085
H 0.639 2.207 0.526
H 1.621 1.178 1.283
H 1.865 1.315 -0.346
H -1.854 1.159 -0.571
H 0.069 -1.643 1.076
H 0.821 -1.610 -0.730
*
```

=====

## B
Below is the ion C4H6NO with charge +1, with properties calculated with wB97M-V/def2-TZVPD.

Values from the calculation:
Highest occupied orbital energy in eV: -16.1
Gap between HOMO and LUMO in eV: 10.6503
SMILES: C[N+]1=C[C@@]12CO2
LUMO level in eV: -5.41

```
! wB97M-V def2-TZVPD RIJCOSX def2/J DEFGRID3
* xyz 1 1
C 0.467 -1.367 -0.741
N -0.144 -0.166 -0.480
C -1.136 0.536 -0.856
C -0.264 1.248 0.042
C -0.092 1.881 1.318
O 0.609 2.260 0.113
H 1.490 -0.972 -1.134
H -0.069 -2.201 -1.402
H 0.552 -1.995 0.166
H -2.016 0.657 -1.317
H -0.808 2.489 1.815
H 0.584 1.484 1.961
*
```

=====

## C
Below is a structure of composition C4H6NO, with properties calculated with wB97M-V/def2-TZVPD.

Values from the calculation:
Highest occupied orbital energy (spin up / spin down) in eV: -15.1 / -15.7
Gap between HOMO and LUMO (spin up / spin down) in eV: 6.7421 / 7.9584
LUMO level (spin up / spin down) in eV: -8.34 / -7.71

```
! wB97M-V def2-TZVPD RIJCOSX def2/J DEFGRID3
* xyz 1 1
C 0.944 0.918 -0.077
C 2.168 0.213 -0.017
C 0.209 -0.357 0.102
C -2.228 -0.396 0.127
N -0.940 -0.861 0.022
O 1.404 -0.983 0.268
H 0.613 1.753 -0.638
H 2.686 0.330 -1.108
H 3.054 0.383 0.790
H -2.678 -0.317 -0.794
H -2.477 0.534 0.735
H -2.755 -1.217 0.591
*
```

=====

Most stable pick: A. Distance to second place: 233.4 kJ/mol.

=====

## A
Below is the ion C5H13N2O with charge -2, with properties calculated with wB97M-V/def2-TZVPD.

Values from the calculation:
Highest occupied orbital energy (spin up / spin down) in eV: 3.9 / -0.2
Gap between HOMO and LUMO (spin up / spin down) in eV: 3.0143 / 6.9941
<S²>: 0.751
LUMO level (spin up / spin down) in eV: 6.87 / 6.84

```
! wB97M-V def2-TZVPD RIJCOSX def2/J DEFGRID3
* xyz -2 2
C 1.365 1.345 0.390
O 2.684 1.634 0.322
C 0.841 0.514 -0.801
C -0.655 0.144 -0.689
C -0.967 -1.262 -0.170
C -1.371 -1.360 1.325
N -2.567 -2.154 1.636
N 1.106 1.212 -2.080
H 0.702 2.264 0.313
H 1.049 0.810 1.315
H 1.401 -0.424 -0.912
H -1.126 0.323 -1.658
H -1.166 0.851 -0.018
H -0.096 -1.926 -0.271
H -1.749 -1.808 -0.699
H -0.540 -1.739 1.925
H -1.538 -0.397 1.811
H -2.550 -3.059 1.171
H -3.409 -1.657 1.345
H 0.662 2.134 -2.035
H 2.104 1.399 -2.035
*
```

=====

## B
Below is the ion C5H13N2O with charge -2, with properties calculated with wB97M-V/def2-TZVPD.

Values from the calculation:
Highest occupied orbital energy (spin up / spin down) in eV: 4.3 / 0.2
Gap between HOMO and LUMO (spin up / spin down) in eV: 2.5299 / 6.8567
<S²>: 0.751
LUMO level (spin up / spin down) in eV: 6.80 / 7.05

```
! wB97M-V def2-TZVPD RIJCOSX def2/J DEFGRID3
* xyz -2 2
N 0.869 1.041 -2.555
C 1.174 -0.163 -1.768
C 1.565 0.165 -0.335
N 0.430 0.547 0.494
C -0.205 -1.869 0.812
C -0.191 -0.443 1.359
C -1.679 0.031 1.625
O -2.156 0.928 0.690
H -0.054 1.348 -2.254
H 1.498 1.769 -2.228
H 1.972 -0.752 -2.253
H 0.318 -0.836 -1.726
H 2.274 1.003 -0.348
H 2.113 -0.603 0.200
H -0.379 1.069 0.122
H -0.528 -2.595 1.555
H -1.010 -1.909 0.067
H 0.739 -2.211 0.379
H 0.346 -0.405 2.317
H -1.652 0.566 2.596
H -2.301 -0.879 1.683
*
```

=====

Most stable pick: A. Distance to second place: 53.9 kJ/mol.

=====

## A
Below is a cluster of 3 separate species, C3H12O2S in total, with properties calculated with wB97M-V/def2-TZVPD.

Values from the calculation:
Highest occupied orbital energy in eV: -9.0
Gap between HOMO and LUMO in eV: 9.5953
SMILES: CCCS.O.O
LUMO level in eV: 0.61

```
! wB97M-V def2-TZVPD RIJCOSX def2/J DEFGRID3
* xyz 0 1
C 0.039 3.531 -0.426
C 0.531 2.367 -1.379
C -0.016 1.093 -0.867
S 1.071 -0.353 -1.315
H 0.423 4.435 -0.910
H 0.531 3.489 0.546
H -1.045 3.570 -0.501
H 0.289 2.703 -2.393
H 1.628 2.396 -1.492
H -1.005 0.988 -1.400
H -0.234 0.984 0.211
H 1.329 -0.861 -0.123
O 0.462 -5.907 1.875
H 0.545 -6.086 2.815
H 0.713 -6.771 1.522
O -2.130 -1.738 1.362
H -1.835 -2.383 0.717
H -1.297 -1.456 1.758
*
```

=====

## B
Below is a cluster of 3 separate species, C3H12O2S in total, with properties calculated with wB97M-V/def2-TZVPD.

Values from the calculation:
Highest occupied orbital energy in eV: -8.6
Gap between HOMO and LUMO in eV: 9.4620
SMILES: CCSC.O.O
LUMO level in eV: 0.86

```
! wB97M-V def2-TZVPD RIJCOSX def2/J DEFGRID3
* xyz 0 1
C -1.791 -0.009 1.426
C -2.165 1.473 1.280
S -1.661 2.210 -0.271
C 0.175 2.331 0.006
H -1.989 -0.300 2.461
H -2.421 -0.612 0.772
H -0.768 -0.338 1.273
H -3.236 1.679 1.282
H -1.759 2.016 2.137
H 0.455 1.456 0.581
H 0.438 3.255 0.507
H 0.638 2.230 -0.971
O 5.057 -2.532 -2.770
H 6.010 -2.363 -2.794
H 4.897 -3.361 -3.205
O -0.453 -2.662 -0.750
H -0.032 -1.980 -0.227
H -1.393 -2.492 -0.738
*
```

=====

## C
Below is a cluster of 3 separate species, C3H12O2S in total, with properties calculated with wB97M-V/def2-TZVPD.

Values from the calculation:
Highest occupied orbital energy in eV: -8.5
Gap between HOMO and LUMO in eV: 9.0264
SMILES: CCSC.O.O
LUMO level in eV: 0.49

```
! wB97M-V def2-TZVPD RIJCOSX def2/J DEFGRID3
* xyz 0 1
C -1.703 -0.001 1.563
C -0.537 0.797 2.219
S 0.940 0.973 1.193
C 1.309 -0.660 0.595
H -2.417 -0.274 2.326
H -1.365 -0.852 0.985
H -2.193 0.565 0.759
H -0.140 0.132 2.970
H -0.815 1.826 2.489
H 0.712 -1.462 1.309
H 1.075 -0.995 -0.508
H 2.382 -0.815 0.703
O 1.388 -0.579 -3.309
H 1.788 -1.332 -2.883
H 1.842 -0.488 -4.129
O -1.104 1.225 -2.271
H -0.432 1.591 -1.565
H -0.730 0.352 -2.446
*
```

=====

Most stable pick: B. Distance to second place: 35.3 kJ/mol.